DFT (ωB97M-V/def2-TZVPD) results for a structure of composition C17H16BCl4O5S.

Positions of all 44 atoms, in Å:
Cl 2.9511 2.9834 -3.1850
B 2.6323 1.1654 -2.8581
Cl 2.8317 0.1656 -4.4459
Cl 3.8025 0.5143 -1.5641
O 1.2476 1.0522 -2.3752
C 0.3550 0.1147 -2.5688
C -0.9473 0.4934 -3.1798
C -1.9525 -0.4672 -3.3170
C -3.2479 -0.0604 -3.6292
C -3.5294 1.3091 -3.7736
Cl -5.1498 1.8319 -3.9483
C -2.4942 2.2542 -3.7377
C -1.1903 1.8426 -3.4505
H 0.6819 -0.9254 -2.6518
H -1.7015 -1.5102 -3.1259
H -4.0536 -0.7825 -3.7039
H -2.7071 3.3070 -3.8883
H -0.3664 2.5545 -3.3778
C -0.2410 -4.5535 -0.2294
C -0.0783 -3.2333 0.4822
O -0.0506 -2.1775 -0.5618
C 0.0099 -0.9037 -0.1417
C 0.4783 -0.4910 1.1059
S 0.0304 1.1206 1.5487
C 0.6536 1.1752 3.2479
C -0.1631 0.8020 4.3190
C 0.3639 0.8144 5.6161
C 1.6919 1.2020 5.8293
C 2.5004 1.5672 4.7456
C 1.9794 1.5537 3.4482
O 0.7929 2.1078 0.8271
O -1.4101 1.2131 1.6415
O -0.4158 0.0272 -0.9011
H -0.4047 -5.3374 0.5129
H -1.1025 -4.5461 -0.9050
H 0.6637 -4.8030 -0.7922
H -0.9266 -3.0163 1.1409
H 0.8659 -3.1707 1.0333
H 0.8360 -1.1569 1.8774
H -1.1980 0.5193 4.1400
H -0.2662 0.5219 6.4578
H 2.1042 1.2070 6.8404
H 3.5362 1.8674 4.9025
H 2.5880 1.8477 2.5955

Atoms 1-3, force components in eV/Å:
-0.09 -0.38 0.02
0.02 -0.18 0.15
-0.07 0.08 0.10

Charge: -1
HOMO-LUMO gap in eV: 8.069
HOMO in eV: -5.510